[1]
Density functional theory data (ωB97M-V with the def2-TZVPD basis set) for 11 unconnected molecules or ions with the total composition C30H66O19S7 at a distorted geometry.

XYZ file:
```
122
Properties=species:S:1:pos:R:3:mulliken_charge:R:1
C 3.41993 3.25816 -1.65845 -1.102
C 2.99596 4.00821 -0.40451 0.616
C 3.04227 3.22152 0.89975 0.417
O 4.03095 3.85167 1.69907 -0.429
C 4.52447 4.93073 1.05583 0.524
O 5.42835 5.56522 1.48920 -0.555
O 4.00853 5.01332 -0.18525 -0.445
H 3.45740 3.98013 -2.47646 0.500
H 2.59193 2.58998 -1.90906 0.004
H 4.38167 2.75886 -1.56825 0.291
H 2.04828 4.51760 -0.57516 0.242
H 3.32133 2.17922 0.75117 0.203
H 2.02609 3.24729 1.29903 -0.282
C -2.01347 -6.30541 1.32451 -1.318
C -2.58049 -6.21723 -0.06048 0.465
C -4.00178 -5.58660 -0.16112 -0.536
O -3.79667 -4.38770 -0.88073 -0.232
C -2.54692 -4.29990 -1.36974 0.695
O -2.14456 -3.42056 -2.05696 -0.547
O -1.79859 -5.28174 -0.83977 -0.393
H -0.92978 -6.42147 1.29960 0.351
H -2.49029 -7.14012 1.83914 0.379
H -2.17965 -5.38873 1.89306 0.259
H -2.59765 -7.14621 -0.62495 0.324
H -4.53392 -5.32464 0.75015 0.291
H -4.59040 -6.30390 -0.73606 0.267
C 2.87056 2.20459 -5.13442 -0.571
C 1.48308 2.70590 -5.52216 0.420
C 0.51462 2.22280 -4.43802 -0.007
O 0.29670 3.39137 -3.63614 -0.106
C 0.73712 4.46396 -4.23810 0.544
O 0.64595 5.59307 -3.85568 -0.587
O 1.41021 4.13033 -5.37323 -0.445
H 3.69311 2.60779 -5.72521 0.405
H 2.78377 1.12011 -5.10145 0.232
H 3.12781 2.55522 -4.13338 -0.243
H 1.09018 2.25383 -6.43065 0.371
H 0.89371 1.48439 -3.73258 -0.298
H -0.45559 1.87841 -4.79861 0.389
C -6.93426 0.67282 4.52909 -1.342
C -6.00902 -0.52265 4.81811 0.394
C -6.12064 -1.64046 3.78531 -0.568
O -4.91932 -1.60137 3.06274 -0.180
C -4.06444 -0.68610 3.57247 0.308
O -2.98806 -0.44861 3.14469 -0.384
O -4.68875 -0.03295 4.57322 -0.356
H -7.09489 0.82756 3.46184 0.292
H -6.59757 1.56284 5.04922 0.354
H -7.92870 0.37088 4.88056 0.407
H -6.11945 -0.86974 5.84375 0.336
H -7.02759 -1.52893 3.18618 0.311
H -6.24622 -2.61268 4.27117 0.319
C -2.64926 2.65928 -1.82903 -0.473
S -2.48772 3.63836 -0.28629 0.189
O -2.38437 2.51737 0.74350 -0.393
C -0.79434 4.25507 -0.65958 -0.591
H -3.55551 2.06535 -1.73487 0.339
H -1.83553 1.93004 -1.85706 -0.185
H -2.53824 3.29649 -2.70388 0.492
H -0.07354 3.44229 -0.74209 -0.225
H -0.56953 4.72987 0.30177 0.444
H -0.77802 4.98750 -1.46283 0.566
C 7.07979 -0.83490 -1.79049 -0.929
S 6.23390 0.26318 -2.96423 0.547
O 6.73816 -0.12254 -4.34144 -0.679
C 4.59591 -0.54836 -2.83845 -0.574
H 8.12970 -0.63052 -1.59775 0.367
H 6.96070 -1.81704 -2.24829 0.304
H 6.58178 -0.78909 -0.81953 0.276
H 4.68344 -1.62547 -2.71525 0.546
H 4.09635 -0.30440 -3.77488 -0.049
H 4.04421 -0.05616 -2.03492 0.126
C -0.34924 2.00288 3.04067 0.456
S 0.62484 1.59389 4.50850 0.346
O 1.53536 0.44559 4.11140 -0.498
C 1.70107 3.05891 4.54404 -0.832
H -0.78865 2.98759 3.17596 0.540
H -1.05185 1.18361 2.91957 -0.195
H 0.38463 2.01644 2.23874 -0.608
H 2.48998 3.00858 3.79673 0.079
H 2.20874 3.05173 5.50940 0.414
H 1.02575 3.91404 4.53313 0.364
C -0.96646 -0.53232 0.01010 -0.423
S 0.73389 0.16324 0.25145 0.837
O 1.40316 0.59569 -1.03254 -0.624
C 1.50603 -1.45734 0.60757 -1.490
H -1.27163 -1.06819 0.90929 0.595
H -0.93494 -1.20826 -0.84334 0.112
H -1.62897 0.32138 -0.11256 -0.579
H 2.58242 -1.29673 0.64267 0.431
H 1.28366 -2.27484 -0.07953 0.438
H 1.17202 -1.79119 1.59306 0.394
C 0.57504 -1.72267 -3.45660 -0.400
S 0.48344 -1.81818 -5.24965 0.283
O 1.00294 -0.47063 -5.65871 -0.529
C 1.89486 -2.95732 -5.40356 -0.820
H -0.21376 -1.01505 -3.19386 0.089
H 1.51654 -1.27251 -3.14103 0.013
H 0.42049 -2.66417 -2.93039 0.472
H 2.10965 -3.02352 -6.47330 0.378
H 1.63606 -3.97952 -5.12559 0.374
H 2.77500 -2.57677 -4.89165 0.118
C 3.14892 -2.50961 3.85227 -0.754
S 4.24771 -2.66399 5.29865 0.429
O 5.44998 -1.77599 5.15566 -0.613
C 3.09753 -1.85294 6.45620 -0.575
H 2.31943 -3.20880 3.95016 0.421
H 3.73116 -2.83366 2.98081 0.400
H 2.83647 -1.52285 3.50386 0.083
H 2.31670 -2.59248 6.65459 0.325
H 2.59823 -1.00450 5.98642 -0.036
H 3.58573 -1.56836 7.38304 0.361
C -4.69821 0.66214 0.37769 0.696
S -6.01229 -0.19250 -0.54052 0.380
O -5.83143 0.23911 -1.96509 -0.650
C -5.18471 -1.81832 -0.36182 -0.539
H -4.82422 1.73969 0.25734 0.431
H -3.70096 0.50547 -0.01856 -0.723
H -4.86249 0.47075 1.43445 -0.141
H -4.10472 -1.75568 -0.49918 0.017
H -5.68002 -2.59800 -0.92415 0.488
H -5.19609 -1.99031 0.72148 0.185
```

---

[2]
Density functional theory data (ωB97M-V with the def2-TZVPD basis set) for 3 unconnected molecules or ions with the total composition C30H67BF2O11PS2 at a distorted geometry.

XYZ file:
```
114
Properties=species:S:1:pos:R:3:mulliken_charge:R:1
C 7.84982 5.60887 -1.36355 -1.056
C 8.33164 4.32048 -0.68683 -0.796
C 7.15352 3.47898 -0.20733 -0.630
C 6.23846 3.00813 -1.35960 -1.332
C 5.62321 1.66308 -1.00115 -0.229
O 6.36356 0.60016 -1.52383 -0.571
P 5.38666 -0.82644 -1.72985 0.557
B 5.63238 -1.49825 0.08872 1.116
O 5.31844 -2.82842 0.32129 -0.690
O 6.12304 -0.75854 1.18510 -0.604
C 6.95834 -1.86141 -2.22080 -0.281
F 7.85541 -1.90448 -1.10896 -0.438
C 7.72929 -1.30631 -3.39555 -0.311
C 8.86791 -2.26947 -3.78518 -1.315
O 3.96067 0.06318 -1.22585 -0.735
C 4.11948 1.47583 -1.29905 1.523
C 3.70581 1.84397 -2.74001 -1.459
C 2.32306 1.30509 -3.11229 0.285
C 2.35416 -0.03887 -3.81677 -0.243
C 0.97218 -0.68263 -3.99877 -1.265
C 0.26396 -0.98098 -2.68259 -0.987
C -0.61731 0.16238 -2.15159 -0.230
C -2.12759 -0.00220 -2.42557 -0.469
C -2.72933 1.31570 -2.93378 -1.160
C -2.63526 2.43884 -1.90850 -0.749
C -3.84186 2.50118 -0.94585 -0.560
C -3.51459 2.00552 0.46932 -0.429
O -4.29415 0.85127 0.77451 -0.225
C -3.60399 -0.06088 1.61944 -0.594
C 3.23291 2.17264 -0.28052 0.189
F 3.79414 3.40837 0.09769 -0.471
C 2.97065 1.36246 0.99419 -0.627
C 3.87419 1.73011 2.18923 -1.339
H 6.98606 6.01267 -0.84663 0.274
H 7.58320 5.37542 -2.38698 0.247
H 8.66366 6.32711 -1.37602 0.382
H 8.98437 4.54732 0.15033 0.426
H 8.88432 3.71028 -1.39863 0.356
H 7.53117 2.62675 0.35157 0.385
H 6.56364 4.05806 0.50400 0.286
H 6.87231 2.95042 -2.24049 0.636
H 5.48439 3.77578 -1.46232 0.474
H 5.66998 1.54702 0.08822 -0.079
H 4.57777 -2.01913 -2.01022 -0.172
H 5.21458 -0.52063 -3.13770 -0.286
H 5.69568 -3.05552 1.19044 0.256
H 6.93035 -1.19210 1.51261 0.251
H 6.66640 -2.87879 -2.47014 0.481
H 7.04025 -1.28175 -4.23574 0.303
H 8.11247 -0.31975 -3.16472 0.184
H 9.51654 -1.78054 -4.50799 0.408
H 8.42950 -3.15073 -4.24438 0.305
H 9.44172 -2.54564 -2.90936 0.289
H 4.46280 1.52511 -3.44169 0.505
H 3.67307 2.94047 -2.79515 0.360
H 1.75796 1.18795 -2.19447 -0.607
H 1.81542 2.00157 -3.77716 0.584
H 2.95843 -0.76889 -3.29195 -0.030
H 2.77646 0.04531 -4.81780 0.337
H 0.34842 -0.13343 -4.70672 0.408
H 1.16912 -1.64289 -4.47505 0.439
H 1.03239 -1.18576 -1.93995 0.242
H -0.32858 -1.89128 -2.75293 0.661
H -0.30011 1.06918 -2.65637 0.279
H -0.43957 0.34245 -1.09532 0.341
H -2.60432 -0.18447 -1.46132 -0.020
H -2.34700 -0.81707 -3.10630 0.453
H -2.13640 1.60843 -3.79726 0.450
H -3.76407 1.18559 -3.23277 0.543
H -2.61880 3.38285 -2.44750 0.398
H -1.71948 2.41520 -1.32677 0.387
H -4.63754 1.88579 -1.35620 0.182
H -4.22143 3.51427 -0.88407 0.410
H -3.70676 2.79866 1.19491 0.259
H -2.45566 1.75580 0.51806 0.333
H -4.32755 -0.57792 2.24055 -0.017
H -2.92697 0.44015 2.30582 0.399
H -3.05557 -0.75547 0.98487 0.293
H 2.27038 2.43501 -0.70666 0.431
H 1.95005 1.58623 1.30068 0.350
H 3.00791 0.29511 0.82121 0.414
H 4.86009 2.06526 1.90468 0.223
H 3.36915 2.45774 2.81379 0.389
H 3.98529 0.84195 2.80337 0.331
O -8.27319 -4.47461 -0.14434 -0.652
S -9.01310 -3.67003 0.77890 1.196
O -10.13893 -2.90558 0.33825 -0.632
O -8.00299 -2.71719 1.55670 -0.127
C -7.13272 -1.85908 0.78894 0.107
C -7.86379 -0.67080 0.19843 -1.020
C -9.49277 -4.64229 2.16690 -0.872
H -6.62319 -2.43497 0.01493 0.360
H -6.37749 -1.50433 1.48737 -0.249
H -8.58408 -0.98245 -0.55707 0.386
H -7.15035 0.00799 -0.26936 0.267
H -8.41222 -0.13401 0.97293 0.300
H -8.63036 -5.20059 2.52080 0.291
H -10.27123 -5.32168 1.82716 0.414
H -9.87911 -3.98425 2.94201 0.241
O -8.16873 -4.25047 7.65239 -0.647
S -8.81277 -3.08271 7.13493 1.198
O -9.69684 -3.17933 6.01357 -0.576
O -7.70847 -1.97533 6.83821 -0.249
C -6.60994 -2.33997 5.97587 -0.650
C -7.02446 -2.40955 4.52092 -0.559
C -9.63406 -2.22886 8.43650 -0.974
H -6.17271 -3.28135 6.31266 0.369
H -5.85932 -1.56445 6.11494 0.302
H -7.72863 -3.22132 4.35065 0.127
H -6.15622 -2.58067 3.88386 0.338
H -7.51345 -1.48505 4.21345 0.283
H -8.95315 -2.13002 9.27712 0.335
H -10.49838 -2.82725 8.71558 0.371
H -9.95163 -1.25625 8.07082 0.314
```

Its net charge is -1.

---

Number 1: electronic energy -146924.3262 eV, HOMO-LUMO gap 8.48 eV, HOMO -0.3197 Ha. Number 2: electronic energy -91791.1476 eV, HOMO-LUMO gap 5.27 eV, HOMO -0.1409 Ha.